ORCA calculation (ωB97M-V with the def2-TZVPD basis set) on a 2-piece molecular cluster, C5H11O2 overall in a non-equilibrium geometry.

```
! RIJCOSX wB97M-V def2-TZVPD def2/J DEFGRID3
* xyz -1 1
C 1.38 1.21 -1.65
C 0.08 1.96 -1.80
C 2.71 1.94 -1.57
H 1.26 0.66 -0.77
H 1.44 0.58 -2.61
H 0.27 2.79 -2.43
H 0.01 2.60 -0.90
H 2.67 2.24 -0.48
H 3.69 1.34 -1.96
H -0.78 1.31 -2.14
H 2.64 2.84 -2.18
C -0.48 -2.51 1.86
C -1.18 -1.26 1.28
O -2.25 -1.58 0.61
O -0.90 -0.18 1.74
H -0.23 -2.22 2.84
H 0.45 -2.85 1.33
H -1.31 -3.26 1.74
*
```

HOMO-LUMO gap	7.10	eV
energy relative to the best compared isomer or geometry (same formula, charge and spin)	40.5	kcal/mol
total energy	-9458.2749	eV

***

ORCA calculation (ωB97M-V with the def2-TZVPD basis set) on one molecule with the formula C6H14N2O in a non-equilibrium geometry.

```
! RIJCOSX wB97M-V def2-TZVPD def2/J DEFGRID3
* xyz 0 1
C 0.42 -0.72 -0.21
C -1.16 1.16 -1.01
C -1.89 -1.12 -0.72
C -1.27 0.33 1.38
C 2.83 -0.81 0.37
C -0.96 -0.10 -0.16
N 1.72 1.26 0.58
N 1.54 -0.11 0.41
O 0.56 -1.76 -0.86
H -0.39 1.94 -0.70
H -2.18 1.37 -0.84
H -1.07 0.96 -2.15
H -2.89 -0.76 -0.60
H -1.80 -2.13 -0.36
H -1.84 -1.09 -1.83
H -0.52 -0.28 2.03
H -1.19 1.34 1.54
H -2.34 0.14 1.70
H 3.42 -0.58 1.26
H 2.72 -1.90 0.17
H 3.49 -0.45 -0.49
H 0.88 1.68 0.87
H 1.92 1.63 -0.37
*
```

SMILES	CN(N)C(=O)C(C)(C)C
HOMO-LUMO gap	9.52	eV
energy relative to the best compared isomer or geometry (same formula, charge and spin)	61.6	kcal/mol
total energy	-11475.0993	eV

***

ORCA calculation (ωB97M-V with the def2-TZVPD basis set) on C22H25Br4N5O3OsS2 as an isolated structure in a non-equilibrium geometry.

```
! RIJCOSX wB97M-V def2-TZVPD def2/J DEFGRID3
* xyz 2 1
Os 0.61 -0.21 0.34
Br 6.72 -0.29 4.48
C 4.94 -0.32 3.86
C 3.88 -0.44 4.78
Br 4.24 -0.55 6.62
C 2.57 -0.49 4.33
Br 1.12 -0.69 5.51
C 2.25 -0.38 2.96
O 1.05 -0.39 2.53
C 3.35 -0.20 1.99
O 3.06 -0.02 0.79
C 4.67 -0.22 2.50
Br 6.05 -0.09 1.23
C 0.74 0.70 -4.92
N 0.68 1.67 -3.87
C 0.49 3.01 -4.04
C 0.47 3.58 -2.82
N 0.66 2.59 -1.87
C 0.77 1.40 -2.55
S 0.98 -0.19 -2.00
C 0.68 2.85 -0.48
C 0.88 4.18 -0.08
C 0.77 4.52 1.25
C 0.41 3.54 2.15
C 0.25 2.25 1.69
N 0.45 1.87 0.41
H 0.68 1.22 -5.88
H -0.09 0.00 -4.85
H 1.67 0.14 -4.88
H 0.39 3.44 -5.01
H 0.28 4.61 -2.58
H 1.14 4.93 -0.80
H 0.94 5.54 1.57
H 0.26 3.76 3.20
H -0.05 1.46 2.38
C -0.67 -5.27 0.93
N 0.44 -4.58 0.30
C 1.35 -5.40 -0.48
C 0.55 -3.31 0.34
N 0.67 -2.15 0.36
H -0.29 -6.03 1.61
H -1.27 -5.75 0.16
H -1.29 -4.57 1.48
H 1.79 -6.16 0.17
H 2.14 -4.80 -0.92
H 0.79 -5.90 -1.28
C -5.47 -1.51 -0.02
C -4.42 -0.50 0.40
S -2.88 -0.79 -0.57
O -1.79 -0.18 0.27
C -3.08 0.46 -1.92
C -3.05 1.88 -1.37
H -6.42 -1.30 0.46
H -5.17 -2.52 0.26
H -5.62 -1.49 -1.10
H -4.13 -0.62 1.44
H -4.77 0.52 0.25
H -4.00 0.24 -2.44
H -2.24 0.26 -2.58
H -4.03 2.18 -1.01
H -2.76 2.59 -2.14
H -2.34 1.94 -0.54
*
```

HOMO-LUMO gap (spin up / spin down)	4.79 / 4.78	eV
energy relative to the best compared isomer or geometry (same formula, charge and spin)	60.5	kcal/mol
total energy	-341104.4796	eV

***

ORCA calculation (ωB97M-V with the def2-TZVPD basis set) on a 8-piece molecular cluster, C20H60N6O11 overall in a non-equilibrium geometry.

```
! RIJCOSX wB97M-V def2-TZVPD def2/J DEFGRID3
* xyz 0 1
N -0.47 3.98 -1.68
H 0.22 4.44 -2.26
H -1.17 3.65 -2.33
H -0.82 4.72 -1.10
H -0.11 3.22 -1.11
N 0.37 1.14 -0.01
O 0.92 0.65 0.95
O -0.73 0.72 -0.40
O 0.96 1.96 -0.67
C 3.44 3.32 1.83
C 2.57 4.59 2.22
O 3.38 5.59 2.84
O 3.40 3.24 0.42
H 3.04 2.40 2.24
H 4.47 3.26 2.19
H 1.80 4.16 2.86
H 2.01 5.08 1.43
H 2.84 6.38 2.90
H 2.55 3.08 0.02
C -0.09 -2.75 -0.20
C -0.36 -4.20 -0.24
O 0.79 -4.96 -0.57
O -1.32 -2.09 0.04
H 0.26 -2.35 -1.15
H 0.69 -2.55 0.53
H -1.14 -4.35 -0.99
H -0.76 -4.51 0.73
H 0.55 -5.79 -0.99
H -1.16 -1.16 -0.12
C -3.43 1.46 -2.60
C -2.51 1.61 -3.79
C -2.69 2.96 -4.52
O -3.01 4.05 -3.62
C -3.14 5.21 -4.37
N -1.28 1.67 -3.10
H -3.12 0.67 -1.91
H -4.35 1.09 -3.04
H -3.64 2.41 -2.10
H -2.50 0.80 -4.52
H -3.61 2.75 -5.07
H -1.84 3.06 -5.20
H -3.70 5.00 -5.29
H -2.17 5.64 -4.58
H -3.61 5.95 -3.73
H -0.47 1.71 -3.70
H -1.00 1.03 -2.37
C -6.90 -1.11 2.09
C -6.39 -0.07 3.13
C -4.93 0.43 2.98
O -4.73 1.27 1.87
C -3.97 0.70 0.78
N -7.22 1.07 2.97
H -6.33 -2.03 2.09
H -6.83 -0.79 1.05
H -7.94 -1.40 2.17
H -6.57 -0.56 4.09
H -4.24 -0.41 2.90
H -4.71 0.92 3.93
H -4.05 1.32 -0.12
H -4.49 -0.23 0.56
H -2.97 0.60 1.18
H -7.96 0.68 2.41
H -6.75 1.78 2.43
C 1.16 -2.04 3.79
C 2.61 -1.56 3.36
C 3.13 -2.16 2.07
O 2.77 -3.52 1.92
C 3.69 -4.56 2.44
N 2.61 -0.15 3.29
H 0.47 -1.82 2.98
H 0.88 -1.58 4.74
H 1.26 -3.11 3.94
H 3.28 -1.74 4.20
H 4.17 -1.90 1.88
H 2.72 -1.60 1.23
H 4.73 -4.57 2.12
H 3.12 -5.47 2.25
H 3.69 -4.48 3.52
H 2.16 0.33 4.05
H 2.12 0.13 2.45
C 4.31 -4.55 -1.94
C 4.67 -3.14 -2.12
C 3.96 -1.99 -1.42
O 4.15 -0.88 -2.29
C 3.27 0.20 -1.93
N 6.06 -2.97 -1.80
H 4.92 -5.16 -2.60
H 3.27 -4.63 -2.28
H 4.37 -4.61 -0.85
H 4.55 -3.12 -3.20
H 4.39 -1.85 -0.43
H 2.89 -2.20 -1.32
H 3.11 0.40 -0.87
H 2.32 -0.27 -2.18
H 3.44 1.00 -2.65
H 6.51 -3.88 -1.86
H 6.17 -2.63 -0.85
*
```

HOMO-LUMO gap	7.64	eV
energy relative to the best compared isomer or geometry (same formula, charge and spin)	95.7	kcal/mol
total energy	-53165.8893	eV